(1)
A 11-piece molecular cluster, C54H86N6O16 overall in a non-equilibrium geometry. Source: the OMol25 dataset; level of theory: ωB97M-V/def2-TZVPD.

```
162
C54H86N6O16 | the OMol25 dataset | ωB97M-V/def2-TZVPD
C -3.658 -1.334 0.599
C -4.506 -1.955 1.433
C -5.201 -3.182 1.055
O -5.964 -3.770 1.847
C -4.914 -3.814 -0.203
C -4.069 -3.218 -1.037
C -3.557 -1.848 -0.750
O -3.090 -1.173 -1.651
H -2.996 -0.506 0.891
H -4.651 -1.620 2.459
H -5.403 -4.721 -0.444
H -3.787 -3.743 -1.935
C 4.313 3.959 0.101
C 3.579 3.191 0.910
C 3.242 1.829 0.493
O 2.600 1.088 1.149
C 3.681 1.349 -0.844
C 4.175 2.153 -1.745
C 4.339 3.588 -1.305
O 4.382 4.443 -2.163
H 4.717 4.956 0.359
H 3.258 3.419 1.884
H 3.383 0.380 -1.123
H 4.266 2.048 -2.796
C -0.059 1.584 -0.137
C 0.296 1.260 -1.404
C 0.451 -0.137 -1.826
O 0.671 -0.456 -2.955
C 0.234 -1.268 -0.790
C -0.058 -0.929 0.459
C -0.281 0.523 0.870
O -0.950 0.712 1.854
H -0.391 2.526 0.225
H 0.277 2.020 -2.183
H 0.263 -2.235 -1.229
H -0.293 -1.620 1.259
C 1.229 0.429 4.087
C 1.687 1.336 4.944
C 3.177 1.438 5.172
O 3.603 2.164 6.080
C 4.119 0.803 4.289
C 3.741 -0.099 3.433
C 2.318 -0.404 3.318
O 1.854 -1.366 2.746
H 0.219 0.114 3.870
H 1.178 2.046 5.506
H 5.194 0.965 4.355
H 4.348 -0.678 2.743
C 4.103 -0.182 -4.961
C 3.138 -0.715 -5.645
C 2.304 -1.784 -5.045
O 1.230 -2.071 -5.502
C 2.745 -2.445 -3.737
C 3.819 -1.954 -3.093
C 4.620 -0.897 -3.740
O 5.734 -0.722 -3.338
H 4.719 0.596 -5.354
H 2.796 -0.273 -6.584
H 2.093 -3.299 -3.450
H 4.144 -2.409 -2.120
C -0.248 4.709 3.870
C 0.800 4.449 2.814
C 0.741 5.527 1.697
O 0.888 4.750 0.502
C 0.951 5.413 -0.691
N 2.195 4.471 3.412
H -0.961 5.423 3.530
H 0.232 5.128 4.766
H -0.888 3.806 4.161
H 0.751 3.557 2.240
H 1.620 6.257 1.725
H -0.182 6.108 1.677
H 0.460 6.347 -0.594
H 0.435 4.872 -1.550
H 2.031 5.673 -0.908
H 2.371 5.430 3.732
H 2.085 3.973 4.285
C 5.216 -4.314 0.496
C 5.014 -2.888 1.015
C 6.260 -2.056 0.614
O 5.952 -0.735 1.028
C 6.958 0.279 0.857
N 3.844 -2.336 0.394
H 4.430 -5.023 0.838
H 6.132 -4.745 0.877
H 5.210 -4.364 -0.585
H 4.997 -2.877 2.138
H 6.463 -1.963 -0.509
H 7.176 -2.494 1.019
H 7.941 -0.066 1.121
H 6.700 1.251 1.284
H 7.075 0.462 -0.225
H 3.795 -1.333 0.618
H 2.960 -2.709 0.695
C -4.044 2.334 0.031
C -4.198 3.654 -0.750
C -4.590 4.971 0.033
O -5.785 4.711 0.718
C -6.587 5.822 1.218
N -2.832 3.824 -1.307
H -3.212 2.424 0.698
H -3.851 1.528 -0.703
H -4.898 1.983 0.676
H -4.995 3.445 -1.477
H -4.704 5.854 -0.589
H -3.823 5.146 0.790
H -7.343 5.538 1.944
H -7.105 6.334 0.407
H -5.888 6.441 1.824
H -2.783 4.755 -1.719
H -2.505 3.222 -2.047
C 0.448 -4.522 0.263
C -0.996 -4.647 -0.198
C -1.056 -4.994 -1.716
O -0.424 -4.023 -2.550
C -1.137 -3.571 -3.685
N -1.722 -5.663 0.538
H 0.521 -4.293 1.326
H 0.996 -3.774 -0.269
H 0.995 -5.435 0.164
H -1.478 -3.644 -0.138
H -2.174 -4.939 -1.977
H -0.661 -6.030 -1.774
H -1.691 -4.365 -4.169
H -0.519 -3.259 -4.493
H -1.826 -2.677 -3.444
H -1.446 -5.949 1.407
H -2.709 -5.551 0.444
C -3.572 -3.686 4.130
C -2.355 -2.842 4.499
C -1.146 -3.316 3.613
O -0.912 -4.710 3.630
C -0.239 -5.088 4.833
N -2.655 -1.436 4.121
H -4.481 -3.350 4.638
H -3.393 -4.733 4.365
H -3.768 -3.659 3.061
H -2.057 -2.903 5.551
H -0.261 -2.772 3.824
H -1.389 -3.074 2.519
H -0.067 -6.141 4.874
H -0.845 -4.789 5.692
H 0.742 -4.581 4.832
H -2.443 -0.800 4.893
H -2.072 -1.084 3.411
C -1.890 -0.436 -5.784
C -2.492 0.971 -5.488
C -3.717 0.834 -4.652
O -4.177 2.082 -4.174
C -5.040 2.743 -5.136
N -1.424 1.777 -4.904
H -0.976 -0.414 -6.428
H -2.674 -1.042 -6.168
H -1.509 -0.825 -4.833
H -2.761 1.407 -6.495
H -3.390 0.324 -3.756
H -4.539 0.285 -5.195
H -5.747 1.966 -5.460
H -4.483 3.234 -5.926
H -5.433 3.544 -4.530
H -0.891 1.178 -4.208
H -1.742 2.612 -4.467
```

Calculated values
E   -3641.185942 Ha
Spin multiplicity   1
Highest occupied orbital energy   -0.3270 hartree
SMILES   O=C1C=CC(=O)C=C1.O=C1C=CC(=O)C=C1.O=C1C=CC(=O)C=C1.O=C1C=CC(=O)C=C1.O=C1C=CC(=O)C=C1.COC[C@H](C)N.COC[C@H](C)N.COC[C@H](C)N.COC[C@H](C)N.COC[C@H](C)N.COC[C@H](C)N

(2)
C35H40N4OP2PdSSi as an isolated structure. Source: the OMol25 dataset; level of theory: ωB97M-V/def2-TZVPD.

```
85
C35H40N4OP2PdSSi | the OMol25 dataset | ωB97M-V/def2-TZVPD
Pd -1.218 -1.534 -0.091
C 4.049 3.172 3.047
S 2.938 3.961 1.869
C 2.772 2.580 0.719
C 1.803 2.914 -0.405
C 1.460 1.697 -1.257
N 0.582 0.724 -0.595
P 0.880 -0.937 -0.391
C 1.781 -1.445 -1.884
C 1.234 -1.052 -3.106
C 1.812 -1.449 -4.300
C 2.945 -2.253 -4.287
C 3.491 -2.655 -3.078
C 2.914 -2.253 -1.881
C 2.070 -1.048 0.973
C 3.411 -0.687 0.842
C 4.247 -0.694 1.947
C 3.750 -1.049 3.194
C 2.413 -1.391 3.338
C 1.577 -1.393 2.229
P -1.121 0.909 -0.356
C -1.409 1.921 1.121
C -0.464 2.164 2.106
C -0.826 2.829 3.272
C -2.138 3.228 3.469
C -3.097 2.962 2.498
C -2.735 2.314 1.331
C -1.641 1.974 -1.730
C -1.893 1.358 -2.957
C -2.269 2.108 -4.061
C -2.398 3.483 -3.947
C -2.144 4.109 -2.732
C -1.765 3.360 -1.628
H 4.236 3.882 3.850
H 4.999 2.914 2.578
H 3.593 2.274 3.466
H 2.428 1.705 1.272
H 3.755 2.338 0.305
H 2.246 3.671 -1.058
H 0.886 3.348 -0.001
H 2.376 1.177 -1.554
H 0.975 2.026 -2.181
H 0.348 -0.432 -3.122
H 1.377 -1.133 -5.239
H 3.399 -2.565 -5.219
H 4.368 -3.290 -3.062
H 3.343 -2.593 -0.948
H 3.805 -0.385 -0.121
H 5.288 -0.415 1.836
H 4.405 -1.054 4.056
H 2.020 -1.661 4.309
H 0.531 -1.654 2.331
H 0.558 1.834 1.978
H -0.071 3.033 4.022
H -2.416 3.742 4.380
H -4.130 3.251 2.643
H -3.489 2.113 0.581
H -1.823 0.281 -3.042
H -2.488 1.612 -4.998
H -2.706 4.070 -4.802
H -2.247 5.183 -2.643
H -1.578 3.855 -0.684
N -4.154 -1.114 2.178
C -4.000 -1.221 0.834
O -3.193 -2.106 0.397
C -4.734 -0.361 -0.009
C -4.553 -0.427 -1.408
N -4.392 -0.454 -2.550
C -5.604 0.597 0.559
N -6.266 1.370 1.108
H -3.739 -1.832 2.744
H -4.886 -0.545 2.569
C -1.341 -4.408 1.759
Si -0.772 -3.826 0.064
C -1.836 -4.570 -1.288
C 0.981 -4.474 -0.159
H -1.298 -5.501 1.807
H -2.367 -4.091 1.944
H -0.701 -4.020 2.554
H -1.806 -5.662 -1.237
H -1.482 -4.267 -2.276
H -2.871 -4.241 -1.184
H 0.973 -5.548 0.053
H 1.702 -4.011 0.520
H 1.336 -4.343 -1.181
```

Calculated values
E   -3150.365183 Ha
Spin multiplicity   1
Highest occupied orbital energy   -0.2833 hartree
Energy relative to the best compared isomer or geometry (same formula, charge and spin)   1.01 kcal/mol

> Among the records above, which one has the lowest highest occupied orbital energy?

C54H86N6O16

> What is the E in the second record?

-3150.365183 Ha

> What is the spin multiplicity in the first record?

1